Below is a single C16H13FN2O4 molecule in a non-equilibrium geometry, with properties calculated with wB97M-V/def2-TZVPD.

Geometry as ORCA input:
```
! wB97M-V def2-TZVPD RIJCOSX def2/J DEFGRID3
* xyz 0 1
C -2.69 1.60 -4.36
C -1.99 2.55 -3.37
O -2.30 3.70 -3.32
C -0.84 2.08 -2.65
C -0.05 2.90 -1.87
C 1.10 2.37 -1.08
C 1.19 1.06 -0.54
O 0.19 0.12 -0.69
C -0.12 -0.71 0.37
C 0.04 -2.09 0.19
C -0.24 -2.95 1.28
C -0.67 -2.46 2.51
C -0.91 -3.40 3.62
C -0.26 -4.74 3.68
O -1.66 -3.10 4.56
C -0.86 -1.11 2.68
F -1.27 -0.53 3.82
C -0.63 -0.24 1.59
N 2.33 0.62 0.11
C 3.37 1.41 0.28
N 3.39 2.69 -0.23
C 2.27 3.23 -0.85
O 2.43 4.31 -1.33
H -3.44 2.20 -4.89
H -3.22 0.82 -3.82
H -2.01 1.13 -5.03
H -0.63 1.01 -2.70
H -0.23 3.97 -1.94
H 0.45 -2.50 -0.74
H -0.11 -4.03 1.16
H -0.33 -5.13 4.71
H 0.78 -4.57 3.47
H -0.71 -5.45 2.96
H -0.78 0.81 1.75
H 4.26 1.08 0.80
H 4.13 3.35 -0.09
*
```

Computed properties:
HOMO level in Eh: -0.326
Kohn-Sham gap in eV: 8.1
E_LUMO in eV: -0.74
E in eV: -30689.3869


Below is a molecular structure, C30H20Cl2F6N9O2S2SbTl, with properties calculated with wB97M-V/def2-TZVPD.

Geometry as ORCA input:
```
! wB97M-V def2-TZVPD RIJCOSX def2/J DEFGRID3
* xyz -2 2
Tl -0.16 2.82 -1.33
S -1.57 2.87 1.92
C 0.10 2.85 2.38
C 1.11 3.71 1.95
C 2.40 3.56 2.44
C 3.43 4.46 2.00
N 4.25 5.19 1.65
C 2.69 2.56 3.38
C 1.68 1.71 3.82
C 0.39 1.85 3.33
S -1.02 0.94 3.77
C 4.01 2.41 3.91
N 5.07 2.28 4.34
H 0.89 4.49 1.23
H 1.91 0.95 4.55
N -1.51 -0.27 0.39
C -1.15 -0.60 -0.85
N -0.64 -1.83 -1.04
C -0.29 -2.11 -2.28
N 0.31 -3.31 -2.51
N -0.49 -1.32 -3.35
C -0.96 -0.12 -3.04
N -1.30 0.31 -1.83
C -1.10 0.86 -4.16
C -1.41 0.44 -5.44
C -1.60 1.40 -6.42
C -1.45 2.74 -6.09
C -1.10 3.06 -4.78
N -0.93 2.14 -3.84
H -1.22 -0.88 1.13
H -1.72 0.69 0.62
H 0.75 -3.69 -1.68
H 0.90 -3.30 -3.33
H -1.52 -0.62 -5.64
H -1.87 1.11 -7.43
H -1.61 3.53 -6.80
H -0.98 4.09 -4.48
Cl -2.05 -3.63 1.49
C -1.50 -3.48 3.12
C -2.24 -4.05 4.14
C -1.83 -3.90 5.46
C -0.67 -3.21 5.75
C 0.08 -2.67 4.71
Cl 1.57 -1.87 5.09
C -0.32 -2.77 3.37
N 0.39 -2.15 2.34
C 1.27 -2.89 1.51
C 1.31 -4.28 1.58
C 2.17 -5.01 0.77
C 3.03 -4.35 -0.09
C 3.00 -2.96 -0.15
C 2.12 -2.21 0.63
C 2.10 -0.70 0.51
C 2.03 -0.11 -0.92
O 2.52 -0.74 -1.87
O 1.47 1.03 -0.96
H -3.15 -4.58 3.90
H -2.42 -4.33 6.26
H -0.33 -3.08 6.76
H 0.76 -1.26 2.63
H 0.66 -4.81 2.27
H 2.18 -6.09 0.83
H 3.71 -4.90 -0.72
H 3.64 -2.42 -0.83
H 3.01 -0.29 0.96
H 1.27 -0.26 1.06
F -2.69 4.57 -2.56
Sb -4.02 5.29 -3.72
F -5.37 4.88 -2.46
F -5.33 6.00 -4.90
F -3.79 7.00 -2.94
F -2.67 5.70 -5.00
F -4.23 3.58 -4.53
*
```

Computed properties:
HOMO level (spin up / spin down) in Eh: -0.124 / -0.129
⟨S²⟩: 0.76
Kohn-Sham gap (spin up / spin down) in eV: 7.0 / 6.6
E_LUMO (spin up / spin down) in eV: 3.66 / 3.06
E in eV: -123203.4560


Below is 2 unconnected molecules or ions with the total composition C2H6N2OS2 in a non-equilibrium geometry, with properties calculated with wB97M-V/def2-TZVPD.

Geometry as ORCA input:
```
! wB97M-V def2-TZVPD RIJCOSX def2/J DEFGRID3
* xyz 0 1
O 3.48 -0.62 -0.45
N 2.62 0.29 0.12
C 1.36 0.00 0.39
S 0.67 -1.47 0.08
H 2.90 -1.40 -0.55
H 3.07 1.17 0.29
H 0.83 0.84 0.84
C -2.26 1.17 -0.19
N -3.04 0.17 -0.09
S -2.31 -1.37 -0.03
H -2.71 2.16 -0.24
H -1.16 1.10 -0.24
H -3.46 -2.04 0.07
*
```

Computed properties:
HOMO level in Eh: -0.314
Kohn-Sham gap in eV: 9.1
E_LUMO in eV: 0.58
E in eV: -28866.1437


Below is 2 unconnected molecules or ions with the total composition C3H3N3O in a non-equilibrium geometry, with properties calculated with wB97M-V/def2-TZVPD.

Geometry as ORCA input:
```
! wB97M-V def2-TZVPD RIJCOSX def2/J DEFGRID3
* xyz 0 1
C 0.98 -1.15 -0.05
C 0.07 -0.35 0.55
O -0.35 0.53 -0.33
N 0.30 0.26 -1.49
N 1.10 -0.68 -1.36
H 1.73 -1.73 0.38
H -0.18 -0.28 1.60
C 3.38 1.09 0.59
N 3.29 0.96 1.72
H 3.63 1.57 -0.43
*
```

Computed properties:
HOMO level in Eh: -0.388
Kohn-Sham gap in eV: 11.5
E_LUMO in eV: 0.96
E in eV: -9674.0289


Below is 10 unconnected molecules or ions with the total composition C4H27NO11 in a non-equilibrium geometry, with properties calculated with wB97M-V/def2-TZVPD.

Geometry as ORCA input:
```
! wB97M-V def2-TZVPD RIJCOSX def2/J DEFGRID3
* xyz 1 2
O 2.77 0.27 -1.65
C 1.99 -0.12 -0.85
C 0.49 -0.24 -1.36
C 0.53 -1.34 -2.47
C -0.74 -1.24 -3.29
O 0.74 -2.63 -1.92
N -0.38 -0.60 -0.31
H 2.32 -0.67 0.05
H 0.16 0.73 -1.74
H 1.44 -1.25 -3.06
H -0.91 -2.11 -3.93
H -0.85 -0.34 -3.89
H -1.63 -1.27 -2.65
H -0.01 -2.87 -1.37
H -0.13 -1.44 0.23
H -0.50 0.11 0.47
H 2.32 -2.86 1.63
H 1.15 -3.44 0.82
O 1.50 -2.65 1.20
H -3.10 -1.87 1.31
H -2.67 -1.40 2.68
O -2.32 -1.93 1.95
H 0.32 2.47 2.27
H 1.32 1.32 1.78
O 0.61 1.94 1.47
H -3.31 0.36 0.73
H -3.40 1.76 1.24
O -3.17 0.87 1.52
H 0.19 2.75 -0.05
H 0.57 4.02 -0.74
O -0.22 3.46 -0.57
H -2.43 1.12 -1.14
H -2.16 -0.28 -0.90
O -2.93 0.30 -1.07
H 1.67 2.82 -3.17
H 2.31 1.86 -2.10
O 1.79 2.66 -2.18
H 2.17 0.67 3.37
H 2.28 -0.65 2.83
O 2.54 0.25 2.56
H -0.37 1.03 4.71
H -0.23 -0.08 3.45
O 0.25 0.51 4.11
*
```

Computed properties:
HOMO level (spin up / spin down) in Eh: -0.482 / -0.482
⟨S²⟩: 0.76
Kohn-Sham gap (spin up / spin down) in eV: 8.8 / 4.7
E_LUMO (spin up / spin down) in eV: -4.37 / -8.44
E in eV: -28589.2651


Below is a molecular structure, C18H41N2P3S2Sm in a non-equilibrium geometry, with properties calculated with wB97M-V/def2-TZVPD.

Geometry as ORCA input:
```
! wB97M-V def2-TZVPD RIJCOSX def2/J DEFGRID3
* xyz 3 6
Sm -0.50 -0.53 -1.32
P 1.84 0.78 0.49
P -2.00 1.76 -0.19
P 0.71 1.41 -2.87
H -0.40 -3.92 -0.14
C 0.50 -3.74 -0.74
C 1.47 -2.93 -0.27
H 1.45 -2.48 0.73
C 2.48 0.38 2.19
C 1.69 2.58 0.83
C 3.48 0.80 -0.35
C -3.65 1.36 -0.93
C -2.61 2.13 1.50
C -1.83 3.48 -0.80
C 2.03 0.46 -3.74
C 1.38 3.07 -2.70
C -0.67 1.66 -4.07
H 0.59 -4.17 -1.74
H 2.34 -2.68 -0.90
H 2.61 -0.70 2.31
H 1.82 0.75 2.98
H 3.47 0.85 2.29
H 0.88 2.74 1.56
H 1.46 3.14 -0.08
H 2.64 2.95 1.25
H 3.81 -0.23 -0.51
H 4.21 1.30 0.30
H 3.43 1.30 -1.31
H -4.33 2.19 -0.70
H -4.05 0.43 -0.50
H -3.56 1.25 -2.02
H -3.54 2.71 1.42
H -1.88 2.74 2.07
H -2.83 1.20 2.05
H -2.75 4.02 -0.56
H -1.68 3.48 -1.88
H -0.98 3.97 -0.31
H 2.00 0.72 -4.81
H 1.90 -0.63 -3.65
H 3.02 0.73 -3.34
H 1.55 3.46 -3.71
H 2.32 3.07 -2.14
H 0.63 3.70 -2.20
H -0.20 1.97 -5.01
H -1.34 2.46 -3.72
H -1.27 0.75 -4.25
C -0.75 -2.73 -5.01
C -1.79 -2.52 -5.95
C -1.90 -3.32 -7.08
C -1.05 -4.41 -7.29
C 0.04 -4.55 -6.40
C 0.19 -3.71 -5.29
S -0.68 -1.75 -3.55
H -1.61 -2.09 -2.49
H -2.49 -1.71 -5.73
H -2.66 -3.07 -7.83
H -1.17 -5.06 -8.16
H 0.79 -5.30 -6.63
H 1.05 -3.81 -4.63
N -0.54 0.37 3.62
C -0.64 -0.78 2.90
N -0.06 -1.84 3.53
S -1.35 -1.01 1.36
H -0.38 0.30 4.62
H -1.01 1.22 3.29
H -0.24 -2.74 3.11
H 0.11 -1.78 4.53
*
```

Computed properties:
HOMO level (spin up / spin down) in Eh: -0.632 / -0.632
⟨S²⟩: 8.77
Kohn-Sham gap (spin up / spin down) in eV: 6.5 / 7.7
E_LUMO (spin up / spin down) in eV: -10.67 / -9.52
E in eV: -89727.2247


Below is a molecular structure, C41H66AlBBrCl2F4N2O12S in a non-equilibrium geometry, with properties calculated with wB97M-V/def2-TZVPD.

Geometry as ORCA input:
```
! wB97M-V def2-TZVPD RIJCOSX def2/J DEFGRID3
* xyz -1 1
C 5.65 1.26 -1.70
C 5.34 1.84 -3.10
C 4.46 3.10 -2.97
C 2.99 2.79 -3.29
C 2.00 3.50 -2.34
C 1.65 4.92 -2.81
C 0.31 5.03 -3.50
C -0.89 4.83 -2.58
C -2.18 4.41 -3.34
C -3.11 3.66 -2.43
C -2.88 2.40 -2.01
C -1.71 1.57 -2.43
S -2.01 0.98 -4.15
C -1.99 -0.84 -3.98
C -0.63 -1.31 -3.42
C -3.83 1.72 -1.09
O -3.47 0.88 -0.28
C -5.26 2.12 -1.27
Cl -6.46 0.93 -0.93
C -5.50 3.36 -1.67
C -4.37 4.30 -1.93
O -4.51 5.50 -1.76
H 6.64 0.81 -1.65
H 4.88 0.53 -1.44
H 5.63 2.03 -0.93
H 4.79 1.07 -3.62
H 6.25 2.02 -3.66
H 4.52 3.50 -1.96
H 4.83 3.89 -3.63
H 2.81 1.72 -3.24
H 2.76 3.14 -4.29
H 1.13 2.86 -2.22
H 2.48 3.54 -1.36
H 1.76 5.62 -1.98
H 2.41 5.20 -3.54
H 0.23 6.04 -3.90
H 0.25 4.38 -4.38
H -1.12 5.80 -2.14
H -0.68 4.16 -1.75
H -2.69 5.32 -3.63
H -1.95 3.81 -4.22
H -1.54 0.74 -1.76
H -0.79 2.15 -2.48
H -2.15 -1.21 -4.99
H -2.80 -1.14 -3.34
H -0.44 -2.33 -3.75
H 0.13 -0.63 -3.79
H -0.63 -1.24 -2.34
H -6.53 3.69 -1.80
C -3.14 -5.21 4.47
C -3.98 -4.82 3.25
C -3.29 -3.83 2.32
N -3.67 -2.38 2.52
C -5.01 -2.11 1.94
C -3.60 -1.93 3.95
C -2.12 -1.76 4.21
C -1.62 -1.12 2.91
C -2.63 -1.51 1.83
H -3.10 -4.43 5.23
H -3.58 -6.09 4.94
H -2.12 -5.47 4.18
H -4.97 -4.47 3.56
H -4.14 -5.73 2.67
H -3.56 -4.04 1.28
H -2.21 -3.90 2.39
H -5.75 -2.72 2.45
H -4.98 -2.34 0.88
H -5.24 -1.05 2.07
H -4.12 -0.97 4.01
H -4.11 -2.64 4.59
H -1.64 -2.72 4.36
H -1.92 -1.14 5.08
H -0.59 -1.49 2.65
H -1.57 -0.04 3.00
H -2.19 -2.07 1.01
H -3.14 -0.64 1.43
B -2.11 -8.19 2.49
F -1.47 -8.37 3.68
F -3.48 -8.01 2.66
F -1.59 -7.10 1.78
F -1.94 -9.37 1.62
C 9.04 -1.15 -1.29
O 7.85 -0.94 -1.34
N 9.73 -1.36 -0.15
C 11.16 -1.60 -0.15
C 9.02 -1.34 1.12
H 9.68 -1.18 -2.19
H 11.38 -2.57 0.29
H 11.67 -0.82 0.43
H 11.54 -1.58 -1.17
H 8.24 -2.10 1.12
H 8.54 -0.36 1.25
H 9.70 -1.51 1.93
C -8.07 6.05 -1.01
O -8.35 4.95 -1.58
O -7.17 6.83 -1.70
O -8.50 6.47 0.07
H -7.05 6.24 -2.46
Al -2.89 -8.74 -0.07
C 6.16 -0.68 -5.93
O 5.21 -0.90 -5.15
O 7.13 -1.66 -5.96
O 6.31 0.31 -6.66
H 6.75 -2.28 -5.31
C 12.22 -3.60 3.80
C 13.27 -4.33 4.16
C 13.40 -5.75 3.76
O 14.35 -6.42 4.08
C 12.30 -6.33 2.93
C 11.25 -5.60 2.57
C 11.13 -4.18 2.98
O 10.17 -3.51 2.65
H 12.11 -2.56 4.09
H 14.08 -3.93 4.76
H 12.41 -7.37 2.64
H 10.44 -6.00 1.97
Br -5.43 -9.18 1.46
Cl 0.86 -2.80 2.75
C -10.85 5.27 2.02
C -11.79 4.12 2.39
C -13.10 4.85 2.62
O -13.09 5.99 1.76
C -11.77 6.18 1.23
H -9.97 4.96 1.46
H -10.51 5.78 2.93
H -11.89 3.44 1.54
H -11.46 3.54 3.25
H -13.18 5.20 3.66
H -13.98 4.24 2.40
H -11.78 5.89 0.17
H -11.49 7.23 1.30
*
```

Computed properties:
HOMO level in Eh: -0.233
Kohn-Sham gap in eV: 1.0
E_LUMO in eV: -5.37
E in eV: -195203.6755


Below is a molecular structure, C6H16Br2MnN3O7 in a non-equilibrium geometry, with properties calculated with wB97M-V/def2-TZVPD.

Geometry as ORCA input:
```
! wB97M-V def2-TZVPD RIJCOSX def2/J DEFGRID3
* xyz 2 7
Mn -18.75 24.06 -5.58
C -15.99 21.99 -5.60
O -17.15 22.69 -5.36
H -15.21 22.61 -6.05
H -15.54 21.55 -4.71
H -16.17 21.17 -6.30
Br -12.11 19.87 -5.60
C -12.45 20.62 -3.83
C -13.39 19.77 -3.03
Br -13.22 20.17 -1.07
H -13.02 21.54 -3.98
H -11.48 20.71 -3.33
H -13.24 18.70 -3.18
H -14.41 19.90 -3.38
C -15.10 17.97 -6.28
N -15.89 16.71 -5.94
O -16.94 16.45 -6.50
O -15.49 16.03 -5.04
H -14.31 17.59 -6.93
H -14.72 18.41 -5.36
H -15.73 18.68 -6.83
C -16.26 22.46 -2.16
N -16.19 23.08 -0.78
O -15.59 22.44 0.13
O -16.80 24.15 -0.63
H -17.28 22.47 -2.54
H -15.93 21.43 -2.03
H -15.67 23.10 -2.81
C -18.95 21.25 -8.65
N -19.46 22.63 -8.53
O -19.01 23.27 -7.54
O -20.17 23.02 -9.46
H -19.73 20.53 -8.89
H -18.47 20.91 -7.73
H -18.08 21.34 -9.30
*
```

Computed properties:
HOMO level (spin up / spin down) in Eh: -0.562 / -0.562
⟨S²⟩: 12.01
Kohn-Sham gap (spin up / spin down) in eV: 6.5 / 3.2
E_LUMO (spin up / spin down) in eV: -8.82 / -12.09
E in eV: -196658.5483